The following is a DFT calculation (wB97M-V/def2-TZVPD) of an isolated ion of composition CHO3S3 and charge -1 at a distorted geometry.

The geometry in ORCA input format:
```
! wB97M-V def2-TZVPD RIJCOSX def2/J DEFGRID3
* xyz -1 1
C 1.87 0.60 0.44
O -3.08 0.02 -0.10
O -0.62 0.42 -0.53
O -1.97 -2.03 -0.80
S 3.52 0.48 0.41
S 0.87 0.34 -0.91
S -1.96 -0.91 0.11
H 1.36 1.09 1.39
*
```

Results
HOMO-LUMO gap   7.7 eV
E_LUMO   3.26 eV
HOMO energy   -4.39 eV


The following is a DFT calculation (wB97M-V/def2-TZVPD) of a 10-piece molecular cluster, H20O10 overall at a distorted geometry.

The geometry in ORCA input format:
```
! wB97M-V def2-TZVPD RIJCOSX def2/J DEFGRID3
* xyz -1 2
O -1.33 0.94 2.00
H -0.50 1.11 1.86
H -1.67 0.96 2.83
O 1.64 1.17 -3.70
H 1.45 0.92 -2.82
H 0.80 1.33 -4.22
O 1.56 -2.58 -1.14
H 2.28 -3.15 -0.76
H 0.83 -2.23 -0.69
O 1.52 3.23 2.11
H 1.82 2.35 2.11
H 1.85 3.63 1.20
O -3.86 1.23 -0.52
H -3.53 1.40 0.34
H -4.32 0.34 -0.54
O 1.20 -0.09 -0.05
H 0.25 0.16 0.34
H 1.55 -0.82 0.62
O -0.69 -1.42 -2.64
H 0.23 -1.23 -2.30
H -0.65 -2.26 -3.26
O 1.64 -0.93 3.34
H 0.69 -1.36 3.23
H 2.18 -1.48 3.70
O -1.23 1.40 -2.01
H -0.56 1.05 -1.32
H -1.28 0.58 -2.43
O -0.21 -1.47 1.50
H -1.02 -2.04 1.29
H -0.65 -0.74 1.91
*
```

Results
HOMO-LUMO gap (alpha / beta)   3.1 / 10.6 eV
E_LUMO (alpha / beta)   3.11 / 2.91 eV
HOMO energy (alpha / beta)   0.04 / -7.70 eV


The following is a DFT calculation (wB97M-V/def2-TZVPD) of a 3-piece molecular cluster, C4H11O3 overall at a distorted geometry.

The geometry in ORCA input format:
```
! wB97M-V def2-TZVPD RIJCOSX def2/J DEFGRID3
* xyz 0 2
O 0.36 1.21 -1.74
C 2.31 -0.03 0.92
O 1.55 0.88 0.15
C 1.20 0.37 -1.11
H 2.52 0.45 1.88
H 1.75 -0.96 1.10
H 3.27 -0.27 0.42
H 0.66 -0.60 -0.97
H 2.12 0.21 -1.72
H -0.88 0.89 -1.38
C -1.45 -0.73 1.12
O -1.79 -0.84 -0.25
C -2.16 0.34 -0.86
H -1.09 -1.71 1.45
H -0.66 0.02 1.27
H -2.34 -0.44 1.71
H -2.67 1.07 -0.21
H -2.70 0.14 -1.79
*
```

Results
HOMO-LUMO gap (alpha / beta)   9.6 / 8.3 eV
E_LUMO (alpha / beta)   0.88 / -1.39 eV
HOMO energy (alpha / beta)   -8.76 / -9.64 eV


The following is a DFT calculation (wB97M-V/def2-TZVPD) of a 2-piece molecular cluster, C5H6ClF3N2O overall at a distorted geometry.

The geometry in ORCA input format:
```
! wB97M-V def2-TZVPD RIJCOSX def2/J DEFGRID3
* xyz 0 1
C 1.31 -0.78 0.15
C 0.06 -0.74 0.73
C -0.18 0.51 1.28
C 1.03 2.66 0.92
C -1.68 -2.01 -1.92
N 1.77 0.55 0.15
N 0.85 1.32 0.79
O -1.37 1.05 1.67
F -2.04 -0.80 -1.74
F -1.47 -2.12 -3.25
F -2.60 -2.93 -1.65
Cl -0.85 -2.13 1.13
H 1.77 -1.41 -0.68
H -0.64 -2.26 -1.47
H 0.62 3.14 1.84
H 2.13 2.85 0.69
H 2.52 1.12 -0.21
H -1.22 1.99 1.58
*
```

Results
HOMO-LUMO gap (alpha / beta)   7.4 / 7.4 eV
E_LUMO (alpha / beta)   0.59 / 0.59 eV
HOMO energy (alpha / beta)   -6.83 / -6.83 eV


The following is a DFT calculation (wB97M-V/def2-TZVPD) of C30H43O4SeV as an isolated structure.

The geometry in ORCA input format:
```
! wB97M-V def2-TZVPD RIJCOSX def2/J DEFGRID3
* xyz -1 2
V 0.83 1.22 0.14
C -6.44 -0.40 2.40
C -5.47 0.59 3.06
C -6.19 1.93 3.27
C -5.09 0.03 4.44
C -4.24 0.79 2.17
C -2.95 0.50 2.59
C -1.88 0.71 1.73
Se -0.08 0.29 2.19
C 2.10 -0.36 0.10
C 2.84 -1.31 0.77
C 3.75 -2.09 0.05
C 3.86 -1.86 -1.33
C 3.13 -0.91 -2.04
C 2.23 -0.17 -1.27
O 1.37 0.81 -1.67
C 3.36 -0.77 -3.55
C 2.48 0.31 -4.19
C 3.05 -2.10 -4.24
C 4.82 -0.39 -3.81
C 4.61 -3.18 0.69
C 4.37 -3.28 2.20
C 6.10 -2.87 0.47
C 4.28 -4.54 0.07
C -2.06 1.20 0.44
O -0.97 1.35 -0.33
C -3.36 1.51 -0.01
C -4.40 1.28 0.88
C -3.71 2.05 -1.41
C -2.53 2.33 -2.33
C -4.62 1.03 -2.11
C -4.48 3.37 -1.25
H -7.32 -0.55 3.03
H -5.95 -1.37 2.25
H -6.77 -0.05 1.42
H -7.07 1.80 3.90
H -6.51 2.36 2.32
H -5.52 2.65 3.75
H -6.00 -0.09 5.04
H -4.42 0.71 4.97
H -4.61 -0.94 4.35
H -2.75 0.11 3.58
H 2.71 -1.45 1.83
H 4.57 -2.47 -1.88
H 1.42 0.10 -4.06
H 2.70 0.36 -5.26
H 2.66 1.29 -3.75
H 2.01 -2.39 -4.08
H 3.68 -2.91 -3.87
H 3.22 -2.01 -5.32
H 5.06 0.56 -3.32
H 5.01 -0.29 -4.88
H 5.51 -1.15 -3.42
H 4.62 -2.34 2.71
H 5.00 -4.06 2.62
H 3.33 -3.52 2.42
H 6.36 -1.91 0.92
H 6.35 -2.82 -0.59
H 6.73 -3.64 0.93
H 3.23 -4.78 0.22
H 4.89 -5.33 0.52
H 4.47 -4.54 -1.01
H -5.41 1.51 0.54
H -1.95 1.43 -2.54
H -1.85 3.06 -1.91
H -2.91 2.72 -3.28
H -4.09 0.08 -2.24
H -4.90 1.40 -3.10
H -5.53 0.83 -1.55
H -3.86 4.11 -0.74
H -5.40 3.25 -0.67
H -4.75 3.76 -2.23
C 3.11 2.38 2.44
C 2.36 3.35 1.57
O 2.40 4.55 1.71
O 1.63 2.77 0.61
H 3.78 2.92 3.10
H 3.65 1.66 1.83
H 2.38 1.81 3.03
*
```

Results
HOMO-LUMO gap (alpha / beta)   7.2 / 7.2 eV
E_LUMO (alpha / beta)   2.54 / 2.54 eV
HOMO energy (alpha / beta)   -4.65 / -4.67 eV


The following is a DFT calculation (wB97M-V/def2-TZVPD) of a 2-piece molecular cluster, C2HClNO2 overall at a distorted geometry.

The geometry in ORCA input format:
```
! wB97M-V def2-TZVPD RIJCOSX def2/J DEFGRID3
* xyz -1 3
C 0.51 -1.08 -0.03
C 0.51 -1.47 1.17
N -0.69 1.89 -1.28
O 0.96 -1.73 2.25
O -0.01 -0.87 -1.17
Cl -1.56 1.85 0.16
H 0.29 1.42 -1.09
*
```

Results
HOMO-LUMO gap (alpha / beta)   6.0 / 4.8 eV
E_LUMO (alpha / beta)   3.70 / 2.82 eV
HOMO energy (alpha / beta)   -2.29 / -1.99 eV


The following is a DFT calculation (wB97M-V/def2-TZVPD) of the molecule C21H31FN2O5S at a distorted geometry.

The geometry in ORCA input format:
```
! wB97M-V def2-TZVPD RIJCOSX def2/J DEFGRID3
* xyz 0 1
C 5.25 -2.61 3.10
N 4.41 -1.78 2.16
C 4.84 -1.96 0.71
C 4.92 -0.43 0.08
C 3.81 0.16 -1.03
C 2.58 -0.76 -1.62
C 1.27 -0.86 -0.63
C -0.08 -0.13 -1.22
C -1.15 -1.19 -1.92
C -2.31 -1.73 -0.87
C -3.50 -0.63 -0.58
C -4.95 -1.34 -0.18
C -6.22 -0.27 -0.20
C -6.90 -0.10 1.29
C -8.39 0.60 1.29
O -8.67 1.45 0.10
C -10.06 1.93 0.31
C 4.05 1.73 -1.55
S 2.92 2.58 -2.81
O 1.53 2.89 -2.16
O 2.81 1.82 -4.16
F 3.60 4.15 -3.19
C 5.29 2.68 -0.97
C 6.39 2.13 0.11
C 6.12 0.58 0.56
C 7.39 0.39 1.58
O 7.96 -0.69 2.13
N 8.04 1.74 1.88
C 7.68 2.83 0.85
O 8.30 4.01 0.65
H 5.54 -3.67 2.68
H 4.58 -2.81 4.07
H 6.21 -2.07 3.50
H 4.43 -0.75 2.42
H 5.83 -2.56 0.58
H 3.97 -2.55 0.16
H 2.96 -1.86 -1.87
H 2.19 -0.32 -2.65
H 1.01 -2.03 -0.55
H 1.49 -0.52 0.48
H 0.12 0.70 -2.02
H -0.67 0.36 -0.31
H -1.74 -0.56 -2.74
H -0.62 -2.06 -2.51
H -2.81 -2.72 -1.27
H -1.76 -1.89 0.17
H -3.69 0.11 -1.47
H -3.21 0.02 0.38
H -4.91 -1.76 0.93
H -5.13 -2.25 -0.94
H -5.80 0.73 -0.66
H -7.07 -0.72 -0.90
H -6.16 0.49 1.99
H -7.03 -1.18 1.75
H -9.22 -0.25 1.31
H -8.48 1.25 2.28
H -10.88 1.21 -0.13
H -10.31 2.11 1.46
H -10.21 2.99 -0.20
H 5.39 3.79 -1.34
H 9.06 1.56 1.67
*
```

Results
HOMO-LUMO gap   6.9 eV
Structure (SMILES)   CNCc1c(CCCCCCCCCCOC)c(S(=O)(=O)F)cc2c1C(=O)NC2=O
E_LUMO   -2.38 eV
HOMO energy   -9.31 eV


The following is a DFT calculation (wB97M-V/def2-TZVPD) of C47H58As3N4O3PTi as an isolated structure at a distorted geometry.

The geometry in ORCA input format:
```
! wB97M-V def2-TZVPD RIJCOSX def2/J DEFGRID3
* xyz 1 2
Ti -0.13 0.92 -0.23
O 0.52 2.17 -1.39
C 0.30 3.19 -2.24
C 0.82 3.11 -3.53
C 0.71 4.18 -4.40
C 0.06 5.35 -4.00
C -0.45 5.44 -2.72
C -0.33 4.38 -1.81
C -0.73 4.58 -0.44
N -0.99 3.53 0.36
N -0.56 3.63 1.69
C 0.30 2.73 2.03
O 0.66 1.71 1.29
C 0.98 2.89 3.34
C 0.33 3.50 4.41
C 0.99 3.67 5.61
C 2.31 3.25 5.75
C 2.96 2.66 4.68
C 2.30 2.48 3.47
H 1.30 2.20 -3.83
H 1.11 4.10 -5.40
H -0.02 6.19 -4.68
H -0.92 6.36 -2.39
H -0.66 5.54 0.05
H -0.70 3.82 4.29
H 0.48 4.13 6.45
H 2.82 3.38 6.69
H 4.00 2.35 4.78
H 2.81 2.04 2.62
O -1.31 -0.23 0.43
N -1.64 2.40 -0.07
C -2.70 2.61 -0.81
C -3.61 1.60 -1.33
C -4.96 1.97 -1.23
C -5.98 1.09 -1.57
C -5.65 -0.17 -2.04
C -4.32 -0.52 -2.21
C -3.29 0.35 -1.89
P -1.55 0.00 -2.35
C -1.48 -1.82 -2.55
C -2.04 -2.45 -3.67
C -1.98 -3.82 -3.81
C -1.36 -4.59 -2.83
C -0.80 -3.98 -1.72
C -0.86 -2.60 -1.58
C -1.51 0.61 -4.07
C -0.65 0.04 -5.01
C -0.57 0.55 -6.29
C -1.37 1.62 -6.67
C -2.25 2.18 -5.75
C -2.31 1.68 -4.46
H -2.23 -0.44 0.61
H -3.03 3.65 -0.87
H -5.21 2.95 -0.84
H -7.01 1.39 -1.47
H -6.43 -0.87 -2.30
H -4.09 -1.50 -2.61
H -2.51 -1.86 -4.45
H -2.41 -4.30 -4.68
H -1.32 -5.67 -2.94
H -0.32 -4.57 -0.96
H -0.42 -2.13 -0.71
H -0.05 -0.82 -4.74
H 0.09 0.09 -7.02
H -1.33 2.01 -7.68
H -2.88 3.01 -6.03
H -3.01 2.13 -3.76
C -1.91 -1.81 3.47
As -0.63 -0.37 3.85
C -1.31 -0.01 5.65
C 0.91 -1.40 4.52
C 1.94 -2.06 3.59
C 3.12 -2.45 4.49
C 2.55 -1.11 2.52
As 1.90 -0.84 0.66
C 2.49 -2.50 -0.19
C 3.42 0.31 0.14
C 1.34 -3.31 2.92
As 1.42 -5.04 3.88
C -0.01 -4.81 5.21
C 0.31 -5.98 2.55
H -1.82 -2.62 4.21
H -1.79 -2.22 2.47
H -2.92 -1.39 3.55
H -1.43 -0.94 6.21
H -2.27 0.50 5.58
H -0.61 0.63 6.18
H 0.52 -2.16 5.19
H 1.43 -0.67 5.15
H 3.62 -1.55 4.86
H 3.86 -3.05 3.96
H 2.79 -3.02 5.36
H 3.56 -1.48 2.30
H 2.67 -0.11 2.94
H 3.48 -2.76 0.19
H 2.53 -2.34 -1.26
H 1.80 -3.31 0.01
H 4.14 0.35 0.95
H 3.07 1.31 -0.10
H 3.90 -0.12 -0.74
H 1.89 -3.54 2.01
H 0.30 -3.13 2.63
H 0.33 -4.18 6.03
H -0.26 -5.79 5.62
H -0.91 -4.38 4.76
H 0.85 -6.02 1.60
H -0.64 -5.47 2.41
H 0.12 -6.99 2.88
C 4.18 0.92 -4.21
C 3.09 -0.13 -4.44
C 2.21 -0.26 -3.28
N 1.53 -0.36 -2.36
H 4.84 0.95 -5.08
H 4.78 0.68 -3.33
H 3.75 1.91 -4.07
H 3.51 -1.11 -4.65
H 2.46 0.14 -5.29
*
```

Results
HOMO-LUMO gap (alpha / beta)   5.3 / 7.3 eV
E_LUMO (alpha / beta)   -3.18 / -3.02 eV
HOMO energy (alpha / beta)   -8.45 / -10.29 eV


The following is a DFT calculation (wB97M-V/def2-TZVPD) of the molecule C2H2O3 at a distorted geometry.

The geometry in ORCA input format:
```
! wB97M-V def2-TZVPD RIJCOSX def2/J DEFGRID3
* xyz 0 1
C 0.14 0.05 -0.30
C 1.11 -1.18 -0.43
O 0.47 0.31 -1.57
O 1.26 -2.32 -1.16
O 2.38 -1.44 -0.68
H -0.87 -0.19 -0.34
H 0.51 0.73 0.51
*
```

Results
HOMO-LUMO gap   9.6 eV
E_LUMO   -0.23 eV
HOMO energy   -9.82 eV


The following is a DFT calculation (wB97M-V/def2-TZVPD) of C26H22GeN5OSV as an isolated structure.

The geometry in ORCA input format:
```
! wB97M-V def2-TZVPD RIJCOSX def2/J DEFGRID3
* xyz 1 2
V 0.23 -0.69 -1.94
N 3.98 1.52 -1.69
C 2.74 1.09 -1.94
S 2.52 -0.64 -2.10
N 1.79 1.99 -2.10
N 0.60 1.38 -2.31
C -0.39 2.05 -2.78
C -1.66 1.33 -2.95
C -2.79 1.92 -3.46
C -3.94 1.15 -3.60
C -3.92 -0.18 -3.23
C -2.73 -0.72 -2.75
N -1.63 0.02 -2.61
H 4.73 0.88 -1.53
H 4.14 2.51 -1.61
H -0.29 3.09 -3.06
H -2.79 2.97 -3.75
H -4.84 1.60 -3.99
H -4.79 -0.81 -3.33
H -2.64 -1.76 -2.47
O 0.32 -4.88 -1.51
C 0.19 -3.74 -1.67
N 0.04 -2.55 -1.83
C -0.90 -4.50 2.60
C 0.29 -3.91 2.99
C 0.68 -2.71 2.44
C -0.10 -2.07 1.48
C -1.30 -2.68 1.10
C -1.70 -3.88 1.65
Ge 0.46 -0.38 0.72
C 2.18 0.21 1.36
C 3.32 -0.59 1.25
C 4.54 -0.17 1.74
C 4.65 1.08 2.34
C 3.54 1.89 2.46
C 2.31 1.46 1.97
C -0.93 0.98 0.92
C -2.12 0.68 1.58
C -3.11 1.64 1.76
C -2.92 2.93 1.29
C -1.72 3.26 0.66
C -0.75 2.30 0.48
H -1.21 -5.45 3.03
H 0.91 -4.39 3.74
H 1.61 -2.26 2.77
H -1.94 -2.21 0.35
H -2.63 -4.33 1.34
H 3.26 -1.56 0.77
H 5.41 -0.81 1.65
H 5.61 1.41 2.73
H 3.61 2.86 2.94
H 1.45 2.10 2.09
H -2.29 -0.32 1.97
H -4.02 1.38 2.27
H -3.68 3.68 1.44
H -1.55 4.27 0.32
H 0.19 2.59 0.01
*
```

Results
HOMO-LUMO gap (alpha / beta)   6.8 / 6.6 eV
E_LUMO (alpha / beta)   -4.84 / -4.36 eV
HOMO energy (alpha / beta)   -11.59 / -10.92 eV


The following is a DFT calculation (wB97M-V/def2-TZVPD) of C34H33BF4GaIN3O2SbTe as an isolated structure at a distorted geometry.

The geometry in ORCA input format:
```
! wB97M-V def2-TZVPD RIJCOSX def2/J DEFGRID3
* xyz 0 1
Ga 8.91 11.02 10.60
C 12.43 12.11 10.95
C 12.15 10.75 11.49
C 13.21 10.00 11.98
C 13.00 8.75 12.57
C 11.68 8.28 12.63
C 10.67 9.05 12.08
N 10.93 10.18 11.40
Sb 8.59 8.46 12.54
C 8.03 8.33 10.44
C 7.03 7.50 9.99
C 6.79 7.45 8.60
C 7.62 8.18 7.77
C 8.66 8.98 8.27
C 9.72 9.48 7.39
N 8.63 9.23 9.61
C 8.19 10.88 12.47
C 6.76 10.90 12.72
C 6.32 11.70 13.77
C 7.28 12.25 14.68
C 8.67 11.93 14.50
C 9.79 12.45 15.33
N 9.06 11.22 13.44
H 13.33 12.12 10.31
H 11.58 12.50 10.36
H 12.63 12.79 11.81
H 14.20 10.45 11.90
H 13.83 8.17 12.99
H 11.46 7.31 13.07
H 6.48 6.89 10.71
H 5.99 6.82 8.21
H 7.50 8.16 6.69
H 9.28 10.05 6.54
H 10.40 10.16 7.94
H 10.28 8.62 6.96
H 6.06 10.34 12.09
H 5.27 12.02 13.87
H 6.93 12.63 15.65
H 9.75 13.56 15.47
H 9.79 11.99 16.34
H 10.74 12.19 14.82
C 5.42 19.80 16.56
C 5.83 18.53 15.88
C 5.72 18.40 14.50
C 6.10 17.26 13.80
C 5.94 17.21 12.29
C 6.67 16.18 14.54
Te 7.40 14.54 13.34
C 6.78 16.25 15.97
C 7.34 15.15 16.83
C 6.36 17.44 16.58
H 4.99 20.49 15.81
H 6.28 20.30 17.06
H 4.65 19.64 17.34
H 5.31 19.24 13.90
H 5.36 18.11 11.96
H 5.39 16.30 11.99
H 6.90 17.20 11.75
H 8.25 14.70 16.40
H 6.61 14.31 16.96
H 7.59 15.50 17.85
H 6.44 17.54 17.67
I 9.26 19.03 7.58
C 9.20 16.98 7.87
C 8.72 16.16 6.84
C 8.68 14.79 7.03
C 9.13 14.22 8.22
C 9.57 15.05 9.24
C 9.59 16.42 9.09
C 9.05 12.76 8.35
O 8.39 12.08 7.58
O 9.72 12.21 9.39
H 8.40 16.59 5.89
H 8.27 14.14 6.25
H 9.90 14.63 10.20
H 9.93 17.07 9.89
F 6.32 13.53 9.15
B 6.47 12.78 10.26
F 6.76 11.38 9.93
F 5.43 12.87 11.13
F 7.72 13.13 10.92
*
```

Results
HOMO-LUMO gap (alpha / beta)   5.6 / 5.4 eV
E_LUMO (alpha / beta)   -1.19 / -1.05 eV
HOMO energy (alpha / beta)   -6.76 / -6.45 eV


Electronic energy, respectively: -1459.02954 -764.25375 -384.57221 -1138.51940 -4815.52707 -742.10831 -1801.87868 -10168.45395 -302.87139 -4771.94454 -4785.41736 Eh.